[1]
A molecular structure, C53H38ClCsN3O2P2SSe in a non-equilibrium geometry, computed with wB97M-V/def2-TZVPD.

ORCA input file:
```
! RIJCOSX wB97M-V def2-TZVPD def2/J DEFGRID3
* xyz -1 1
Cs -0.27654 -0.74251 1.11006
Cl 3.36999 3.62064 6.86497
C 2.97396 2.39901 5.79426
C 3.90329 1.54434 5.16031
C 3.44750 0.69795 4.18672
C 2.08959 0.63012 3.67612
O 1.76407 -0.20068 2.78561
C 1.13898 1.53050 4.32345
C -0.28880 1.68207 4.03713
N -0.90719 1.88098 2.88549
C -2.26121 2.29761 2.96449
C -2.70436 3.03870 4.01339
C -4.06540 3.27912 4.21699
C -5.02233 2.64037 3.41922
C -4.56479 1.91934 2.31777
C -5.56485 1.27888 1.46794
C -5.30655 1.24675 0.16380
C -3.87277 1.34028 -0.33493
N -2.83469 1.72222 0.63794
C -3.18240 1.97457 1.93451
C 1.60122 2.22709 5.47352
H 4.92335 1.52933 5.48668
H 4.15098 0.05483 3.66742
H -0.91001 1.57518 4.95175
H -2.03195 3.44139 4.78450
H -4.38470 3.88703 5.02351
H -6.08896 2.68718 3.62468
H -6.50905 0.97544 1.88728
H -6.12386 1.11379 -0.55398
H -3.63142 0.38479 -0.76508
H 0.91802 2.71629 6.16269
O 2.16070 -1.38994 -3.04739
S 1.91239 -1.08259 -1.62074
C 2.76693 0.48195 -1.39668
C 4.16517 0.47851 -1.44050
C 4.94503 1.33076 -0.64551
C 4.26438 2.30330 0.07315
C 2.88560 2.46165 -0.10741
C 2.10836 1.65985 -0.99722
P 0.55202 2.67642 -1.22552
C -1.15188 2.02063 -1.17462
C -2.27606 2.71022 -0.48477
C -3.59332 2.50996 -1.32467
C -3.57011 2.03698 -2.70928
C -2.51441 1.22292 -3.08534
C -1.38241 1.15767 -2.23943
C 0.71799 3.54984 -2.82441
C 2.00584 3.85445 -3.46501
C 2.09856 4.88892 -4.35675
C 0.96193 5.59995 -4.70805
C -0.27757 5.24589 -4.20367
C -0.38435 4.25687 -3.24476
C 2.69019 -2.47257 -0.63345
C 3.88465 -2.12267 -0.03006
C 4.57329 -3.04133 0.79013
C 4.02509 -4.22950 1.16055
C 2.82292 -4.60978 0.52812
C 2.21070 -3.79382 -0.41720
P 1.03105 -4.74119 -1.40978
C -0.44197 -4.79230 -0.46408
C -0.56275 -4.29625 0.88754
C -1.75551 -4.33050 1.58327
C -2.89030 -4.92096 0.99108
C -2.82191 -5.27854 -0.33552
C -1.67860 -5.03419 -1.09981
C 0.58166 -3.80518 -2.84063
C 1.28877 -4.21326 -3.97260
C 0.91382 -3.68826 -5.21776
C -0.26021 -2.97793 -5.32190
C -0.95670 -2.52514 -4.17842
C -0.50962 -2.91371 -2.91759
H 4.68951 -0.26120 -2.06939
H 6.04448 1.27614 -0.56639
H 4.81318 2.92733 0.76049
H 2.33952 3.24870 0.46690
H -2.09877 3.71695 -0.03687
H -4.30687 3.31562 -1.12859
H -4.49556 2.15773 -3.30486
H -2.53343 0.51701 -3.95717
H -0.62088 0.47824 -2.57293
H 2.90488 3.30084 -3.15763
H 3.09870 5.18385 -4.65600
H 0.97368 6.44431 -5.41736
H -1.19176 5.63092 -4.67659
H -1.39586 3.99128 -2.85521
H 4.28441 -1.10248 -0.06873
H 5.56868 -2.72624 1.18680
H 4.47099 -4.89181 1.89911
H 2.41803 -5.60585 0.73219
H 0.25303 -3.91132 1.47694
H -1.82496 -4.06973 2.60903
H -3.78076 -5.06458 1.58841
H -3.70796 -5.70745 -0.80100
H -1.70442 -5.09328 -2.19336
H 2.14763 -4.88420 -3.89636
H 1.51182 -3.87452 -6.10748
H -0.59499 -2.62902 -6.30135
H -1.81509 -1.85756 -4.29165
H -1.03858 -2.61845 -2.01037
Se 0.67329 -5.24251 4.66112
C -1.12280 -5.50935 5.10292
N -2.24760 -5.69908 5.34390
*
```

Summary:
* HOMO: -3.91 eV
* gap between HOMO and LUMO: 4.50 eV
* energy: -171966.07291 eV
* relative energy (zero: lowest compared OMol25 entry of this formula, charge and spin): 266.2 kJ/mol


[2]
A molecular structure, C53H41Br2IrN3O4P2 in a non-equilibrium geometry, computed with wB97M-V/def2-TZVPD.

ORCA input file:
```
! RIJCOSX wB97M-V def2-TZVPD def2/J DEFGRID3
* xyz 1 1
Ir -0.26460 -0.44330 0.58480
Br 0.05340 4.84130 -0.48360
C 1.47380 3.60650 -0.47180
C 2.77910 4.05220 -0.59650
C 3.82960 3.16280 -0.54160
Br 5.59330 3.83630 -0.70890
C 3.61000 1.77810 -0.34430
C 4.61940 0.80200 -0.24270
C 4.27140 -0.50880 -0.03900
C 2.92120 -0.85090 0.06170
N 1.96180 0.04200 -0.00880
C 2.26950 1.33430 -0.20980
C 1.15190 2.25170 -0.24640
O -0.02860 1.84410 -0.05350
H 2.96950 5.10710 -0.72290
H 5.65870 1.08710 -0.31200
H 5.02230 -1.27660 0.04750
H 2.62630 -1.87600 0.20890
C -5.49360 0.11280 5.43400
C -4.53730 -0.64570 4.50390
C -4.76800 -2.16640 4.61310
C -4.77130 -0.26730 3.05250
C -6.05320 -0.19550 2.52110
C -6.27220 0.08600 1.18340
C -5.20030 0.24470 0.32650
C -3.90600 0.12790 0.81960
P -2.47360 0.19090 -0.30050
C -2.76590 -1.11980 -1.52950
C -1.76510 -1.31180 -2.48380
C -1.87970 -2.31870 -3.42260
C -2.97350 -3.17140 -3.39550
C -3.95330 -3.00490 -2.42990
C -3.85310 -1.98610 -1.49750
C -2.72040 1.78510 -1.12640
C -3.09210 2.87000 -0.33250
C -3.27750 4.11360 -0.90240
C -3.06310 4.29420 -2.26100
C -2.66390 3.22440 -3.04600
C -2.48920 1.97220 -2.48440
C -3.69620 -0.08220 2.18440
O -2.40120 -0.04630 2.59460
C -2.12150 -0.19060 3.91560
C -0.76680 -0.08440 4.24760
C -0.36750 -0.20910 5.57080
C -1.32510 -0.40040 6.54840
C -2.66330 -0.50130 6.20970
C -3.09100 -0.40480 4.89090
P 0.40030 0.17010 2.87380
C 0.76030 1.94810 2.94410
C 2.03460 2.46410 2.72510
C 2.23260 3.83450 2.70040
C 1.16080 4.69820 2.84920
C -0.11720 4.18990 3.02580
C -0.31730 2.82430 3.07080
C 1.89940 -0.70570 3.41310
C 2.86500 -0.16860 4.25910
C 4.01860 -0.88620 4.52400
C 4.21140 -2.13740 3.96010
C 3.22560 -2.69980 3.16450
C 2.07270 -1.98730 2.89420
H -6.52730 -0.10840 5.18630
H -5.34150 1.18710 5.35270
H -5.34370 -0.17940 6.46900
H -5.78770 -2.41930 4.33480
H -4.58420 -2.50930 5.62840
H -4.08460 -2.68590 3.94330
H -6.90160 -0.36050 3.16490
H -7.28000 0.16140 0.80950
H -5.35330 0.45630 -0.72180
H -0.88160 -0.68500 -2.47220
H -1.10840 -2.44410 -4.16790
H -3.05660 -3.97040 -4.11760
H -4.80000 -3.67510 -2.39760
H -4.61740 -1.87000 -0.74480
H -3.23250 2.72700 0.72960
H -3.57260 4.94920 -0.28620
H -3.19210 5.27120 -2.70040
H -2.48270 3.36640 -4.10060
H -2.18810 1.14000 -3.10350
H 0.67690 -0.15980 5.84020
H -1.02660 -0.48490 7.58030
H -3.38080 -0.67390 6.99530
H 2.87740 1.80300 2.58180
H 3.22710 4.23230 2.55760
H 1.31580 5.76500 2.81030
H -0.95750 4.85980 3.12230
H -1.31160 2.42210 3.19880
H 2.71950 0.80590 4.70380
H 4.77190 -0.46130 5.16970
H 5.12880 -2.67390 4.14870
H 3.36290 -3.68800 2.75090
H 1.29040 -2.41330 2.27870
C 1.42020 -5.27830 -2.28190
N 0.66800 -4.59770 -1.25280
C -0.09960 -5.26660 -0.37100
C -0.82440 -4.62650 0.57800
C -0.74350 -3.20050 0.62270
O -1.36490 -2.46530 1.42880
N 0.09110 -2.56910 -0.23220
C 0.78860 -3.19030 -1.20690
O 1.50860 -2.62320 -2.00130
H 1.34900 -6.35510 -2.14660
H 2.46430 -4.96720 -2.23150
H 1.03680 -5.00450 -3.26630
H -0.10570 -6.34620 -0.45860
H -1.43420 -5.14880 1.29190
*
```

Summary:
* HOMO (spin up / spin down): -9.43 / -9.46 eV
* gap between HOMO and LUMO (spin up / spin down): 5.78 / 5.54 eV
* energy: -229784.88011 eV
* relative energy (zero: lowest compared OMol25 entry of this formula, charge and spin): 346.3 kJ/mol